# 1
Formula: C2H44O22Y
Source: the OMol25 dataset
Level of theory: ωB97M-V/def2-TZVPD

The geometry in XYZ format:
```
69
C2H44O22Y (ωB97M-V/def2-TZVPD)
O -12.36622 -19.55487 -14.68977
O -14.67906 -14.20652 -16.55683
O -13.63171 -18.35048 -19.27033
Y -9.45979 -14.28641 -17.27139
H -9.79219 -18.69706 -15.09113
H -14.07962 -17.02430 -15.86752
H -12.58989 -15.91254 -18.02165
H -10.07624 -17.58510 -13.65545
H -12.49769 -18.61993 -14.76592
H -12.76554 -18.09923 -19.43218
O -9.96293 -13.52851 -19.34133
H -8.44164 -15.78148 -19.46513
O -8.22591 -13.94479 -13.42654
H -8.26492 -14.67972 -12.81346
H -8.88520 -18.65440 -17.38216
H -14.88822 -17.24854 -14.67742
H -10.48947 -19.94918 -15.53740
H -12.18538 -12.33337 -14.52490
O -9.72183 -19.38457 -15.74274
O -11.04249 -14.55389 -12.83287
O -10.91291 -15.81706 -17.86973
O -8.51718 -18.54510 -18.25341
H -9.73852 -12.20404 -15.25869
H -7.08583 -15.84829 -18.70513
H -9.86786 -16.91874 -16.68002
H -11.06855 -16.78197 -19.24212
H -12.51670 -19.85520 -17.65107
H -13.88513 -19.14821 -19.71187
H -10.75559 -13.83855 -19.79827
O -13.31502 -15.71337 -12.71147
H -11.06280 -14.71847 -13.81923
H -11.66948 -16.50311 -14.76318
C -11.46457 -15.87988 -15.62026
O -9.27706 -17.35316 -14.07475
H -9.35841 -13.25775 -20.02035
H -12.34433 -15.38947 -16.07363
C -10.93232 -16.65104 -16.77343
H -10.73897 -18.19456 -19.30482
H -10.48542 -15.22495 -12.42878
O -8.04557 -15.73804 -18.60344
O -9.09614 -12.39182 -15.93415
H -11.66778 -17.48657 -17.02658
H -9.62530 -16.65182 -14.67339
H -14.03803 -14.08696 -15.82921
O -11.72305 -17.84324 -12.36051
O -13.14324 -20.31047 -17.06399
H -11.71176 -18.22880 -11.47147
H -13.31469 -16.12869 -13.58492
H -8.29689 -12.18530 -15.50967
O -13.45049 -15.72209 -18.39396
O -7.77121 -14.91840 -15.83972
O -14.01446 -17.29206 -14.98350
H -11.46063 -12.17905 -17.69117
H -7.92469 -14.64642 -14.96797
H -13.28998 -21.15326 -17.46871
O -12.89659 -12.86607 -14.85494
H -7.42149 -15.80384 -15.73281
H -13.29353 -13.06829 -13.99564
H -12.73948 -19.84883 -15.58315
H -12.56096 -15.14067 -12.61126
O -10.43488 -14.94167 -15.37433
H -12.36241 -17.13126 -12.31903
H -12.31139 -13.18592 -16.83849
H -8.28021 -17.61535 -18.26895
O -11.46542 -13.01195 -17.19374
O -10.94908 -17.48716 -19.89842
H -13.61223 -16.52544 -18.86304
H -14.09001 -14.64566 -17.16717
H -9.14448 -13.76160 -13.41987
```

Its energy above the lowest of the compared OMol25 structures with the same formula, charge and spin is 0.0 kJ/mol. Its net charge is +1. The calculation puts the LUMO energy at -3.98 eV. The energy comes out at -1796.12187 Eh. The highest occupied orbital energy is -12.17 eV.

=====

# 2
Formula: C2H4AgF
Source: the OMol25 dataset
Level of theory: ωB97M-V/def2-TZVPD

The geometry in XYZ format:
```
8
C2H4AgF (ωB97M-V/def2-TZVPD)
Ag 1.63824 -2.02899 0.07693
F 1.33484 1.74464 -0.12095
H -0.97452 -0.57952 -0.48102
H -2.49906 -1.10916 1.78515
C 0.53248 0.84182 -0.68013
H -0.35469 0.22228 1.13592
H 0.61822 0.81950 -1.76892
C -0.29550 0.08944 0.05303
```

Its energy above the lowest of the compared OMol25 structures with the same formula, charge and spin is 8.0 kJ/mol. Its net charge is +1. The calculation puts the LUMO energy (spin up / spin down) at -6.74 / -6.74 eV. The energy comes out at -324.99292 Eh. The highest occupied orbital energy (spin up / spin down) is -14.47 / -15.20 eV. Its spin multiplicity is 2.

=====

# 3
Formula: C2H4AgO3
Source: the OMol25 dataset
Level of theory: ωB97M-V/def2-TZVPD

The geometry in XYZ format:
```
10
C2H4AgO3 (ωB97M-V/def2-TZVPD)
O 0.77972 1.78985 0.08797
H -0.20825 -1.95058 0.02489
O -0.43109 0.02856 0.57588
H 0.19789 2.38660 0.58572
Ag 2.75982 1.01068 -0.53940
C 0.26220 0.62493 -0.31775
O 0.93710 0.07525 -1.18802
H -1.68399 -1.17768 -0.61710
H -1.59204 -1.53260 1.13752
C -1.02136 -1.25501 0.25028
```

Its net charge is +2. The calculation puts the LUMO energy (spin up / spin down) at -11.31 / -15.82 eV. The energy comes out at -450.41753 Eh. The highest occupied orbital energy (spin up / spin down) is -22.00 / -21.93 eV. Its spin multiplicity is 2.

=====

# 4
Formula: C2H4AlF3NO4S
Source: the OMol25 dataset
Level of theory: ωB97M-V/def2-TZVPD

The geometry in XYZ format:
```
16
C2H4AlF3NO4S (ωB97M-V/def2-TZVPD)
H -1.02365 2.63169 2.38320
O 0.20654 1.76540 0.96920
H 0.93694 0.34385 1.76412
H -1.68369 2.57860 0.73287
C -0.14879 -2.68727 -0.82827
F -1.32539 -3.02338 -1.34507
H -0.39792 3.74105 1.12886
F 0.74281 -3.60061 -1.18187
O 0.67924 -0.41024 1.00803
F -0.27048 -2.69093 0.49340
S 0.37631 -0.99790 -1.45181
N 1.08191 -0.13035 -0.31453
O 1.33911 -1.34501 -2.50024
Al 1.14313 1.54850 -0.27378
C -0.75421 2.71310 1.31555
O -0.90186 -0.43650 -1.89964
```

Its energy above the lowest of the compared OMol25 structures with the same formula, charge and spin is 179.6 kJ/mol. Its net charge is +1. The calculation puts the LUMO energy (spin up / spin down) at -8.90 / -8.90 eV. The energy comes out at -1374.05371 Eh. The highest occupied orbital energy (spin up / spin down) is -14.49 / -14.49 eV.

=====

# 5
Formula: C2H4BFO
Source: the OMol25 dataset
Level of theory: ωB97M-V/def2-TZVPD

The geometry in XYZ format:
```
9
C2H4BFO (ωB97M-V/def2-TZVPD)
B -0.18717 -0.25505 0.40296
F -0.84594 1.38585 -1.48800
O 0.59859 -1.57948 2.61478
H -0.44117 -2.38403 1.06354
H -1.31710 -0.00442 0.54266
C 0.09212 -1.56301 1.48957
H 0.94989 1.65383 -0.68813
H 0.85571 0.44636 -1.75024
C 0.32252 0.90944 -0.93946
```

Its energy above the lowest of the compared OMol25 structures with the same formula, charge and spin is 283.4 kJ/mol. Its net charge is 0. The calculation puts the LUMO energy at -0.53 eV. The SMILES is O=CBCF. The energy comes out at -278.44215 Eh. The highest occupied orbital energy is -9.78 eV.

=====

# 6
Formula: C2H4BFO
Source: the OMol25 dataset
Level of theory: ωB97M-V/def2-TZVPD

The geometry in XYZ format:
```
9
C2H4BFO (ωB97M-V/def2-TZVPD)
C 0.25156 -0.13545 -1.92135
O 1.08768 -2.46431 -2.05130
F 0.97927 0.76040 -1.10681
B -0.42974 0.00298 1.16955
H 0.59278 0.57339 1.20798
H -0.45279 -1.17265 1.32308
C 0.56809 -1.43624 -1.82156
H -0.73796 0.36318 -1.98355
H -1.43835 0.61214 0.99557
```

Its energy above the lowest of the compared OMol25 structures with the same formula, charge and spin is 352.0 kJ/mol. Its net charge is 0. The calculation puts the LUMO energy at -0.54 eV. The SMILES is O=C=CF.B. The energy comes out at -278.41602 Eh. The highest occupied orbital energy is -9.75 eV.